(1)
Density functional theory data (the ωB97M-V functional and the def2-TZVPD basis) for a molecular structure, C22H28IN2O2S4Ti.

Cartesian coordinates (Å):
Ti (0.16, 0.22, 0.11)
C (0.23, 4.10, 0.41)
C (1.75, 4.03, 0.47)
S (2.31, 2.59, -0.48)
C (3.77, 2.06, 0.45)
C (3.93, 0.55, 0.34)
S (2.56, -0.42, 1.02)
C (2.56, 0.04, 2.78)
C (1.37, -0.61, 3.45)
S (-0.26, -0.19, 2.76)
C (-0.66, 1.42, 3.50)
C (-0.06, 2.63, 2.80)
S (-0.63, 2.65, 1.08)
H (-0.12, 4.16, -0.62)
H (-0.15, 4.97, 0.94)
H (2.11, 3.96, 1.49)
H (2.16, 4.94, 0.03)
H (3.69, 2.39, 1.48)
H (4.66, 2.53, 0.03)
H (4.84, 0.21, 0.83)
H (3.98, 0.24, -0.70)
H (2.54, 1.12, 2.88)
H (3.48, -0.33, 3.22)
H (1.35, -0.37, 4.52)
H (1.42, -1.70, 3.36)
H (-0.35, 1.39, 4.55)
H (-1.75, 1.47, 3.48)
H (1.03, 2.62, 2.84)
H (-0.42, 3.54, 3.29)
C (2.16, 0.98, -3.92)
C (2.21, -0.43, -3.43)
N (2.95, -1.31, -4.08)
C (2.96, -2.59, -3.71)
C (2.22, -3.10, -2.67)
C (2.26, -4.57, -2.34)
O (0.97, -5.18, -2.37)
C (1.44, -2.18, -1.93)
C (0.51, -2.65, -0.93)
N (-0.13, -1.90, -0.09)
C (-1.12, -2.55, 0.71)
C (-0.86, -3.74, 1.39)
C (-1.85, -4.35, 2.14)
C (-3.11, -3.77, 2.22)
C (-3.38, -2.58, 1.57)
C (-2.38, -1.99, 0.83)
I (-2.72, -0.14, -0.12)
C (1.46, -0.84, -2.30)
O (0.75, 0.07, -1.62)
H (2.87, 1.09, -4.74)
H (1.16, 1.21, -4.30)
H (2.38, 1.70, -3.14)
H (3.60, -3.25, -4.30)
H (2.95, -5.07, -3.02)
H (2.64, -4.72, -1.33)
H (0.75, -5.42, -3.28)
H (0.29, -3.71, -0.95)
H (0.13, -4.18, 1.32)
H (-1.64, -5.27, 2.66)
H (-3.89, -4.25, 2.80)
H (-4.36, -2.13, 1.64)

- gap between HOMO and LUMO (spin up / spin down) (Eh) = 0.28319 / 0.28027
- spin multiplicity = 2
- charge = +2
- relative energy (zero: lowest compared OMol25 entry of this formula, charge and spin) (eV) = 0.0000

Atom charges from the Mulliken analysis, given in e for atoms 1 to 8:
1. Ti 0.6512
2. C -0.8932
3. C -0.8961
4. S 0.1704
5. C -0.8638
6. C -0.9556
7. S 0.3055
8. C -0.5718

---

(2)
Density functional theory data (the ωB97M-V functional and the def2-TZVPD basis) for 2 unconnected molecules or ions with the total composition C5H12NO at a distorted geometry.

Cartesian coordinates (Å):
C (-0.88, -2.07, -0.71)
C (0.40, -2.44, -0.87)
N (-1.10, -0.90, 0.15)
H (-1.74, -2.61, -1.10)
H (0.62, -3.33, -1.50)
H (1.25, -1.90, -0.40)
H (-0.40, -0.13, 0.06)
H (-2.01, -0.44, -0.07)
H (-1.18, -1.23, 1.13)
C (1.67, 0.64, 0.75)
C (0.42, 1.54, 0.87)
C (-0.32, 1.93, -0.21)
O (-1.45, 2.70, -0.11)
H (1.56, -0.17, 1.52)
H (1.73, 0.23, -0.27)
H (2.62, 1.20, 0.96)
H (0.25, 1.99, 1.86)
H (0.02, 1.67, -1.23)
H (-1.46, 3.32, -0.84)

- gap between HOMO and LUMO (spin up / spin down) (Eh) = 0.36274 / 0.21669
- spin multiplicity = 2
- charge = +2
- relative energy (zero: lowest compared OMol25 entry of this formula, charge and spin) (eV) = 2.0719

Atom charges from the Mulliken analysis, given in e for atoms 1 to 8:
1. C 0.0425
2. C -0.6558
3. N -0.1353
4. H 0.3974
5. H 0.2995
6. H 0.1652
7. H -0.1114
8. H 0.4648

---

The lowest relative energy (zero: lowest compared OMol25 entry of this formula, charge and spin) belongs to which entry?
C22H28IN2O2S4Ti